(1)
11
Properties=species:S:1:pos:R:3 method="wB97M-V/def2-TZVPD" max_force_ha_per_bohr=0.028 lumo_energy_ev=1.2 orbital_gap_ev=11.0 homo_energy_ha=-0.363 de_lowest_kj_mol=169.1 smiles="C#CCC=C"
C -1.304 0.669 -1.624
C -1.149 -0.087 -0.696
C -0.625 -0.826 0.421
C 0.782 -0.326 0.861
C 1.406 0.682 0.297
H -1.712 1.184 -2.446
H -1.298 -0.731 1.279
H -0.547 -1.887 0.159
H 1.157 -0.857 1.726
H 2.380 1.019 0.612
H 0.911 1.161 -0.591

=====

(2)
88
Properties=species:S:1:pos:R:3 method="wB97M-V/def2-TZVPD" charge=+1 max_force_ha_per_bohr=0.197 lumo_energy_ev=-4.5 orbital_gap_ev=8.1 homo_energy_ha=-0.462 de_lowest_kj_mol=818.5
C -2.057 0.513 1.922
C -1.182 1.709 1.150
C -2.026 2.477 -0.027
C -2.845 3.811 0.461
C -3.905 3.566 1.689
C -5.418 3.136 1.226
C -5.894 1.857 2.188
C -5.737 0.474 1.262
N -5.645 0.864 -0.054
C -5.666 2.397 -0.216
H -2.509 0.899 2.952
H -2.876 0.103 1.186
H -1.333 -0.377 2.170
H -0.638 2.429 1.911
H -0.304 1.119 0.598
H -1.217 2.857 -0.819
H -2.754 1.780 -0.643
H -3.331 4.328 -0.498
H -2.032 4.588 0.846
H -3.487 2.830 2.532
H -4.015 4.617 2.245
H -6.150 4.076 1.254
H -5.471 1.814 3.279
H -7.083 1.967 2.179
H -5.726 -0.616 1.736
H -5.572 0.132 -0.795
H -6.766 2.730 -0.531
H -4.983 2.688 -1.120
C -0.118 -3.032 6.256
C -1.578 -3.291 5.896
C -2.084 -2.384 4.773
C -1.982 -0.930 5.203
N -1.896 0.277 5.559
H 0.030 -2.016 6.634
H 0.208 -3.721 7.041
H 0.531 -3.175 5.385
H -2.194 -3.153 6.793
H -1.688 -4.337 5.589
H -3.129 -2.618 4.544
H -1.495 -2.534 3.862
C 4.302 -0.393 -1.070
C 2.944 -0.290 -1.759
C 1.861 0.299 -0.854
C 1.676 -0.585 0.369
N 1.523 -1.319 1.383
H 4.267 -1.066 -0.207
H 5.050 -0.792 -1.762
H 4.643 0.590 -0.728
H 2.643 -1.289 -2.098
H 3.045 0.337 -2.651
H 0.912 0.364 -1.397
H 2.137 1.308 -0.530
C -0.190 3.846 -4.152
C -0.573 3.203 -5.481
C -0.929 1.721 -5.345
C 0.267 0.954 -4.805
N 1.259 0.317 -4.358
H 0.706 3.386 -3.724
H 0.027 4.909 -4.293
H -1.005 3.758 -3.425
H 0.259 3.323 -6.186
H -1.431 3.740 -5.902
H -1.209 1.311 -6.321
H -1.778 1.590 -4.665
C 5.558 -0.294 -4.930
C 5.990 0.780 -5.924
C 6.597 2.009 -5.245
C 5.572 2.643 -4.319
N 4.721 3.169 -3.551
H 4.771 0.068 -4.260
H 5.157 -1.164 -5.461
H 6.405 -0.627 -4.320
H 5.121 1.077 -6.524
H 6.726 0.351 -6.613
H 6.903 2.742 -5.999
H 7.483 1.729 -4.664
C 2.604 -5.712 4.092
C 2.242 -6.375 2.766
C 1.224 -5.570 1.957
C -0.064 -5.423 2.750
N -1.133 -5.302 3.409
H 1.735 -5.624 4.751
H 3.354 -6.308 4.622
H 3.017 -4.710 3.929
H 1.846 -7.378 2.969
H 3.153 -6.503 2.172
H 1.008 -6.079 1.011
H 1.619 -4.575 1.724

=====

(3)
16
Properties=species:S:1:pos:R:3 method="wB97M-V/def2-TZVPD" charge=-1 max_force_ha_per_bohr=0.072 lumo_energy_ev=3.9 orbital_gap_ev=8.2 homo_energy_ha=-0.158 de_lowest_kj_mol=124.0 smiles="O=C([O-])[C@]1(O)CC12CC2"
O 3.116 0.319 -0.518
C 2.237 -0.485 -0.137
O 2.290 -1.611 0.280
C 0.758 0.384 0.137
O 0.942 1.747 -0.106
C -0.058 0.032 1.462
C -0.640 -0.099 0.137
C -1.880 0.332 -0.643
C -1.342 -1.050 -0.714
H 1.816 1.710 -0.431
H 0.334 -0.600 2.242
H -0.369 0.951 1.908
H -1.968 0.931 -1.539
H -2.721 0.558 -0.050
H -1.825 -1.993 -0.429
H -0.690 -1.125 -1.597

=====

(4)
60
Properties=species:S:1:pos:R:3 method="wB97M-V/def2-TZVPD" max_force_ha_per_bohr=0.092 spin_multiplicity=5 lumo_energy_ev="0.6 / -1.4" orbital_gap_ev="5.5 / 6.6" homo_energy_ha="-0.181 / -0.297"
C -0.896 -1.825 3.185
C -0.778 -2.320 1.841
C 0.610 -2.544 1.560
H -1.642 -2.563 1.171
C 1.395 -2.146 2.721
C 0.458 -1.732 3.756
H 0.737 -1.262 4.725
H -1.841 -1.537 3.705
H 1.040 -2.944 0.609
H 2.507 -2.180 2.832
Ir 0.333 -0.262 2.268
Cl 1.991 0.840 1.437
P 0.336 -0.114 -1.828
C 1.431 -1.162 -2.890
C 0.989 -1.886 -4.020
H -0.063 -1.840 -4.346
C 1.909 -2.669 -4.748
H 1.562 -3.230 -5.629
C 3.260 -2.739 -4.352
H 3.975 -3.353 -4.926
C 3.694 -2.022 -3.214
H 4.749 -2.070 -2.905
C 2.787 -1.245 -2.474
H 3.117 -0.693 -1.577
C -1.306 -0.544 -2.556
C -1.944 -1.682 -1.993
H -1.442 -2.254 -1.192
C -3.200 -2.082 -2.475
H -3.682 -2.979 -2.056
C -3.844 -1.346 -3.496
H -4.834 -1.663 -3.866
C -3.217 -0.205 -4.033
H -3.716 0.379 -4.823
C -1.951 0.204 -3.565
H -1.475 1.098 -4.000
C 0.613 1.531 -2.628
C 1.333 1.725 -3.827
H 1.761 0.870 -4.375
C 1.496 3.030 -4.336
H 2.056 3.178 -5.273
C 0.955 4.138 -3.655
H 1.085 5.156 -4.059
C 0.247 3.940 -2.449
H -0.183 4.801 -1.916
C 0.081 2.646 -1.928
H -0.456 2.489 -0.977
C -0.182 1.100 3.560
C -0.478 1.361 4.990
C 0.525 1.101 5.897
C 0.307 1.337 7.257
C -0.935 1.782 7.736
C -1.989 2.014 6.820
C -1.783 1.804 5.449
H -1.142 0.269 3.699
H -0.305 2.076 2.942
H 1.485 0.768 5.489
H 1.137 1.160 7.945
H -1.081 1.947 8.810
H -2.961 2.366 7.220
H -2.637 1.984 4.761

=====

(5)
19
Properties=species:S:1:pos:R:3 method="wB97M-V/def2-TZVPD" max_force_ha_per_bohr=0.010 lumo_energy_ev=1.0 orbital_gap_ev=10.7 homo_energy_ha=-0.356 de_lowest_kj_mol=128.6 smiles="CCC=O.C=CC"
C 2.935 0.028 0.067
C 1.459 -0.292 -0.188
C 0.698 -0.260 1.112
O 0.165 -1.216 1.626
H 3.046 1.008 0.546
H 3.389 -0.722 0.722
H 3.499 0.048 -0.870
H 1.022 0.462 -0.856
H 1.332 -1.279 -0.644
H 0.685 0.731 1.616
C -1.600 1.472 -0.568
C -2.121 0.450 0.109
C -2.292 -0.941 -0.423
H -1.496 2.459 -0.125
H -1.266 1.358 -1.598
H -2.442 0.610 1.139
H -3.354 -1.205 -0.496
H -1.816 -1.664 0.249
H -1.843 -1.045 -1.417

=====

(6)
15
Properties=species:S:1:pos:R:3 method="wB97M-V/def2-TZVPD" max_force_ha_per_bohr=0.021 lumo_energy_ev=0.2 orbital_gap_ev=8.7 homo_energy_ha=-0.311 de_lowest_kj_mol=118.2 smiles="C=C(SC)N(S)C=S"
C 0.601 -1.136 1.891
C 0.537 -0.478 0.732
S 1.715 0.765 0.287
C 0.616 2.122 -0.182
N -0.502 -0.751 -0.226
S -2.109 -0.857 0.435
C -0.246 -0.915 -1.534
S -1.321 -1.216 -2.740
H 1.326 -0.870 2.609
H -0.031 -1.969 2.117
H -0.027 2.428 0.649
H 1.269 2.957 -0.490
H -0.008 1.863 -1.037
H -2.656 -1.149 -0.767
H 0.836 -0.794 -1.742

=====

(7)
86
Properties=species:S:1:pos:R:3 method="wB97M-V/def2-TZVPD" charge=+2 max_force_ha_per_bohr=0.054 spin_multiplicity=5 lumo_energy_ev="-4.2 / -9.3" orbital_gap_ev="7.4 / 3.4" homo_energy_ha="-0.426 / -0.466"
Pt -0.036 0.200 5.335
C -2.128 0.067 6.096
C -2.079 -0.315 4.734
C -2.644 0.551 3.626
C -1.578 1.411 2.919
C -0.422 1.738 3.822
C -0.589 2.313 5.117
C -1.913 2.603 5.792
C -2.524 1.430 6.596
C 1.913 0.395 4.885
H -2.244 -0.736 6.832
H -2.051 -1.395 4.540
H -3.417 1.213 4.041
H -3.137 -0.097 2.886
H -1.186 0.875 2.042
H -2.058 2.325 2.534
H 0.522 1.962 3.316
H 0.243 2.943 5.462
H -2.649 2.978 5.067
H -1.738 3.419 6.510
H -2.177 1.502 7.641
H -3.620 1.543 6.652
H 2.516 -0.131 5.637
H 2.192 1.456 4.839
H 2.042 -0.075 3.897
P 0.037 -2.253 -4.205
P 2.044 0.534 -4.473
C -0.495 -0.644 -4.868
C 0.274 0.482 -4.861
C -0.851 -3.425 -5.301
C -2.030 -3.088 -5.980
C -2.672 -4.033 -6.788
C -2.140 -5.320 -6.920
C -0.959 -5.660 -6.249
C -0.305 -4.717 -5.457
C -0.961 -2.356 -2.650
C -0.575 -1.504 -1.596
C -1.309 -1.491 -0.410
C -2.437 -2.310 -0.270
C -2.801 -3.178 -1.307
C -2.039 -3.235 -2.478
C 2.644 1.343 -6.039
C 2.624 0.539 -7.196
C 2.989 1.077 -8.430
C 3.378 2.420 -8.525
C 3.422 3.214 -7.373
C 3.093 2.668 -6.128
C 2.112 1.951 -3.315
C 3.230 2.030 -2.460
C 3.358 3.108 -1.586
C 2.371 4.102 -1.546
C 1.257 4.016 -2.384
C 1.112 2.928 -3.252
H -1.515 -0.580 -5.266
H -0.174 1.430 -5.194
H -2.465 -2.095 -5.890
H -3.588 -3.753 -7.311
H -2.649 -6.054 -7.550
H -0.551 -6.665 -6.348
H 0.626 -4.972 -4.949
H 0.297 -0.859 -1.722
H -0.999 -0.843 0.412
H -3.021 -2.283 0.655
H -3.676 -3.822 -1.202
H -2.297 -3.960 -3.254
H 2.311 -0.504 -7.117
H 2.968 0.448 -9.321
H 3.661 2.840 -9.493
H 3.722 4.260 -7.442
H 3.178 3.286 -5.231
H 3.989 1.246 -2.494
H 4.228 3.177 -0.935
H 2.467 4.943 -0.854
H 0.487 4.790 -2.370
H 0.220 2.855 -3.871
F -0.179 -2.647 6.911
C 0.245 -1.663 7.750
C 0.377 -0.353 7.303
C 0.753 0.608 8.237
F 0.866 1.922 7.892
C 0.988 0.290 9.574
F 1.285 1.265 10.458
C 0.873 -1.031 9.994
F 1.084 -1.342 11.285
C 0.507 -2.013 9.078
F 0.375 -3.291 9.494

=====

(8)
20
Properties=species:S:1:pos:R:3 method="wB97M-V/def2-TZVPD" charge=+1 max_force_ha_per_bohr=0.085 lumo_energy_ev=-4.7 orbital_gap_ev=9.0 homo_energy_ha=-0.503 de_lowest_kj_mol=126.1 smiles="C[C@@]1(O)CC(=[NH2+])NSC=N1"
C -2.237 0.961 -0.404
C -0.839 0.644 0.040
O -0.849 0.143 1.406
C -0.264 -0.697 -0.666
C 0.996 -1.251 -0.217
N 0.901 -2.238 0.627
N 2.131 -0.805 -0.703
S 2.641 0.853 -0.200
C 1.216 1.910 0.020
N -0.039 1.896 0.035
H -2.759 1.233 0.500
H -2.499 1.819 -1.122
H -2.581 0.078 -0.887
H -0.847 0.993 1.859
H -1.142 -1.471 -0.464
H -0.298 -0.429 -1.745
H 1.762 -2.625 0.910
H 0.000 -2.432 1.085
H 2.944 -1.412 -0.293
H 1.761 2.830 0.219

=====

Repeat the eighth record exactly.
20
Properties=species:S:1:pos:R:3 method="wB97M-V/def2-TZVPD" charge=+1 max_force_ha_per_bohr=0.085 lumo_energy_ev=-4.7 orbital_gap_ev=9.0 homo_energy_ha=-0.503 de_lowest_kj_mol=126.1 smiles="C[C@@]1(O)CC(=[NH2+])NSC=N1"
C -2.237 0.961 -0.404
C -0.839 0.644 0.040
O -0.849 0.143 1.406
C -0.264 -0.697 -0.666
C 0.996 -1.251 -0.217
N 0.901 -2.238 0.627
N 2.131 -0.805 -0.703
S 2.641 0.853 -0.200
C 1.216 1.910 0.020
N -0.039 1.896 0.035
H -2.759 1.233 0.500
H -2.499 1.819 -1.122
H -2.581 0.078 -0.887
H -0.847 0.993 1.859
H -1.142 -1.471 -0.464
H -0.298 -0.429 -1.745
H 1.762 -2.625 0.910
H 0.000 -2.432 1.085
H 2.944 -1.412 -0.293
H 1.761 2.830 0.219